# 1
123
Properties=species:S:1:pos:R:3 method="wB97M-V/def2-TZVPD" de_lowest_kj_mol=26.50 e_tot_ha=-2794.0182 charge=-2 lumo_ev=4.033
Be -1.7650 -0.0504 0.6472
C 2.2723 -0.1084 -3.6825
C 0.9910 0.5632 -4.0653
C 1.0096 1.4748 -5.1064
C -0.1477 2.0928 -5.5365
C -1.3418 1.7734 -4.9113
C -1.3985 0.8689 -3.8649
C -2.7227 0.5694 -3.2363
C -0.2112 0.2455 -3.4089
N -0.2362 -0.5906 -2.3051
C -1.0443 -1.6356 -2.3529
O -1.5089 -2.1827 -3.3712
C -1.3723 -2.2940 -1.0338
C -1.7895 -3.6226 -1.0840
C -2.1666 -4.2791 0.0733
C -2.0474 -3.5935 1.2756
C -1.6161 -2.2799 1.2517
N -1.3324 -1.6227 0.1241
C -1.4073 -1.5207 2.5128
O -1.3939 -2.1189 3.6002
N -1.2498 -0.2284 2.2891
C -0.7635 0.6295 3.2646
C -1.4762 1.7851 3.6250
C -2.8887 1.9938 3.1775
C -0.8784 2.7268 4.4473
C 0.3884 2.5329 4.9698
C 1.0493 1.3519 4.6934
C 0.4917 0.3974 3.8590
C 1.2320 -0.8752 3.6107
H 2.8919 -0.3042 -4.5587
H 2.0584 -1.0478 -3.1824
H 2.8459 0.5216 -3.0021
H 1.9551 1.6857 -5.5946
H -0.1186 2.8002 -6.3570
H -2.2602 2.2453 -5.2453
H -3.4639 1.3166 -3.5218
H -2.6369 0.5575 -2.1499
H -3.0772 -0.4136 -3.5525
H -1.8188 -4.1006 -2.0529
H -2.5264 -5.2998 0.0448
H -2.2852 -4.0433 2.2275
H -3.0641 1.4902 2.2354
H -3.1137 3.0517 3.0612
H -3.5743 1.5812 3.9188
H -1.4285 3.6272 4.6917
H 0.8527 3.2868 5.5952
H 2.0173 1.1563 5.1410
H 2.2565 -0.8170 3.9756
H 1.2410 -1.1124 2.5458
H 0.7215 -1.6968 4.1173
C -1.8384 4.0011 -1.9748
C -2.0449 3.3656 -0.5999
C -1.4834 4.2686 0.4983
C -3.4940 3.0135 -0.3638
C -4.4672 3.9815 -0.4332
C -5.8139 3.6852 -0.2670
C -6.1681 2.3596 -0.0643
C -5.2329 1.3490 0.0281
C -5.7387 -0.0696 0.1998
C -5.3370 -0.6626 1.5507
C -5.2813 -0.9597 -0.9562
C -3.8306 1.6481 -0.0610
N -2.8913 0.7553 0.1442
H -0.7755 4.1259 -2.1709
H -2.3153 4.9783 -2.0466
H -2.2455 3.3553 -2.7453
H -1.4895 2.4226 -0.5720
H -2.0375 5.2056 0.5592
H -0.4377 4.4982 0.2996
H -1.5394 3.7614 1.4559
H -4.1789 5.0113 -0.6247
H -6.5643 4.4683 -0.3239
H -7.2237 2.1094 0.0244
H -6.8399 -0.0361 0.1711
H -4.2554 -0.7080 1.6195
H -5.7405 -1.6680 1.6777
H -5.7099 -0.0341 2.3573
H -4.2039 -1.0779 -0.9281
H -5.5499 -0.4983 -1.9042
H -5.7474 -1.9448 -0.9053
C 2.8850 -3.8030 -2.0091
C 3.9098 -2.7133 -2.0813
C 5.0521 -2.8751 -2.8534
C 6.0213 -1.8889 -2.9163
C 5.8452 -0.7165 -2.2052
C 4.7015 -0.5453 -1.4445
C 3.7316 -1.5301 -1.3707
Sb 1.9714 -1.2927 -0.0963
C 3.2347 -2.5945 1.2598
C 4.5990 -2.3719 1.3945
C 5.3968 -3.1739 2.1910
C 4.8385 -4.2615 2.8368
C 3.4975 -4.5380 2.6529
C 2.6838 -3.7193 1.8754
C 1.2389 -4.0910 1.7286
C 2.4810 0.8051 0.3280
C 1.7799 1.5920 -0.5808
C 1.9882 2.9549 -0.6700
C 2.8712 3.5678 0.2017
C 3.5221 2.8044 1.1503
C 3.3534 1.4228 1.2191
C 4.1527 0.6820 2.2485
H 3.0724 -4.5753 -2.7534
H 1.8854 -3.3981 -2.1696
H 2.9061 -4.2621 -1.0191
H 5.1886 -3.7917 -3.4138
H 6.9092 -2.0350 -3.5202
H 6.5955 0.0644 -2.2403
H 4.5581 0.3834 -0.9075
H 5.0612 -1.5534 0.8615
H 6.4493 -2.9472 2.3061
H 5.4453 -4.9026 3.4635
H 3.0642 -5.4124 3.1212
H 1.1012 -5.1621 1.8805
H 0.8616 -3.8253 0.7416
H 0.6341 -3.5702 2.4710
H 1.0596 1.1264 -1.2376
H 1.4649 3.5304 -1.4202
H 3.0437 4.6362 0.1529
H 4.1922 3.2846 1.8551
H 5.2101 0.6737 1.9722
H 3.8069 -0.3400 2.3393
H 4.0657 1.1737 3.2168

=====

# 2
107
Properties=species:S:1:pos:R:3 method="wB97M-V/def2-TZVPD" de_lowest_kj_mol=0.00 e_tot_ha=-6041.9528 charge=-1 lumo_ev=2.368
Y 0.2636 0.0445 0.0137
C 3.5342 -1.5228 -0.0075
C 4.0477 -1.0184 -1.3603
C 3.0381 -1.0023 -2.5156
C 4.6549 0.3402 -1.1081
C 6.0299 0.5135 -1.1543
C 6.6131 1.7343 -0.8488
C 5.8016 2.7756 -0.4338
C 4.4193 2.6316 -0.3490
C 3.6100 3.7389 0.3085
C 3.5895 5.0288 -0.5107
C 4.1238 4.0163 1.7238
C 3.8179 1.4148 -0.7524
N 2.4071 1.3023 -0.7990
C 1.8978 2.1790 -1.7360
C 0.6875 2.7331 -1.6423
N -1.1584 1.7246 -0.6164
C -2.1955 2.4627 -1.2278
C -2.9480 1.8364 -2.2387
C -3.8666 2.5759 -2.9710
C -4.0892 3.9172 -2.7044
C -3.4188 4.4975 -1.6451
C -2.4973 3.7945 -0.8735
C -1.9493 4.5026 0.3509
C -3.0785 4.9544 1.2759
C -1.0297 5.6705 -0.0056
C -2.7541 0.3744 -2.5718
C -1.9863 0.1971 -3.8826
C -4.0801 -0.3840 -2.5918
H 3.1030 -2.5196 -0.0338
H 2.7845 -0.8479 0.4078
H 4.3567 -1.5203 0.7114
H 4.8560 -1.6963 -1.6580
H 2.3917 -0.1305 -2.4666
H 2.4086 -1.8882 -2.5200
H 3.5691 -0.9620 -3.4701
H 6.6488 -0.3297 -1.4446
H 7.6874 1.8605 -0.9042
H 6.2496 3.7185 -0.1371
H 2.5867 3.3838 0.4128
H 4.6043 5.4139 -0.6520
H 3.0076 5.7996 0.0007
H 3.1478 4.8695 -1.4943
H 5.1164 4.4753 1.7105
H 4.1869 3.0955 2.3062
H 3.4467 4.6984 2.2429
H 2.4702 2.4376 -2.6302
H 0.1807 3.3221 -2.3930
H -4.4106 2.0942 -3.7748
H -4.8020 4.4864 -3.2878
H -3.6307 5.5293 -1.3858
H -1.3474 3.7988 0.9080
H -3.6742 5.7570 0.8335
H -2.6630 5.3244 2.2161
H -3.7501 4.1255 1.5076
H -1.5697 6.4428 -0.5614
H -0.1856 5.3417 -0.6135
H -0.6320 6.1280 0.9040
H -2.1449 -0.0595 -1.7758
H -2.5666 0.5837 -4.7246
H -1.7814 -0.8603 -4.0714
H -1.0369 0.7369 -3.8569
H -4.7824 0.0672 -3.2945
H -4.5480 -0.3830 -1.6054
H -3.9268 -1.4181 -2.9034
F 1.2339 1.0003 4.2774
C 0.7545 0.8318 3.0667
F 0.3407 -0.4348 2.9289
F 1.7811 0.9308 2.1551
S -0.4101 2.2468 2.5202
O 0.0380 2.5357 -0.4326
O -0.0046 3.2680 3.4853
N -1.8851 1.7132 2.9344
S -2.6452 0.6700 2.0678
O -3.7891 1.1051 1.3331
O -1.7422 -0.2632 1.3484
C -3.3437 -0.3093 3.4705
F -3.9127 0.5144 4.3485
F -2.3997 -1.0107 4.0942
F -4.2834 -1.1468 3.0221
C 0.6043 -4.6888 -2.6377
Si 1.4990 -4.4594 -1.0017
C 1.4511 -6.0002 0.0767
C 3.3275 -4.4611 -1.4856
As 0.5271 -2.7484 0.2988
Si -1.6003 -3.7907 0.1747
C -2.4678 -3.5305 1.8027
C -2.6238 -3.1253 -1.2427
C -1.6707 -5.6666 -0.0031
H 1.1556 -5.4268 -3.2301
H 0.5951 -3.7477 -3.1924
H -0.4284 -5.0260 -2.5445
H 1.6907 -6.8923 -0.5107
H 0.5169 -6.1701 0.6058
H 2.2345 -5.8761 0.8302
H 3.5530 -5.5279 -1.5945
H 4.0144 -4.0591 -0.7429
H 3.5382 -3.9807 -2.4385
H -2.4021 -2.5059 2.1357
H -1.9960 -4.1580 2.5631
H -3.5220 -3.8121 1.7261
H -2.5752 -2.0417 -1.3068
H -3.6744 -3.4049 -1.1176
H -2.2695 -3.5301 -2.1954
H -1.3007 -6.1715 0.8902
H -1.1800 -6.1050 -0.8716
H -2.7429 -5.8819 -0.0774

=====

# 3
102
Properties=species:S:1:pos:R:3 method="wB97M-V/def2-TZVPD" e_tot_ha=-2508.9837 lumo_ev=0.320 smiles="CCCCCCCC[C@]1(CNC)COC(=O)O1.COC(=O)OC.COC(=O)OC.COC(=O)OC.COC(=O)OC.COC(=O)OC"
C -1.1324 -0.8648 -7.4369
C -0.4062 0.2996 -6.7488
C 0.8665 -0.1662 -6.0117
C 1.2555 0.7283 -4.8252
C 1.9309 -0.0330 -3.6797
C 1.0022 -1.0530 -2.9837
C 0.7257 -0.7952 -1.4958
C -0.0708 0.5039 -1.2441
C 0.6668 1.7761 -0.7469
C 2.1759 1.6485 -0.4904
N 2.8923 2.8981 -0.7267
C 4.2227 2.7034 -1.3044
C -0.0402 2.3106 0.5251
O -0.1436 3.7263 0.3040
C -0.2391 3.8900 -1.0374
O -0.7480 4.8143 -1.5866
O 0.3441 2.8450 -1.6666
H -1.6356 -0.5371 -8.3475
H -0.4007 -1.6193 -7.7341
H -1.8667 -1.3317 -6.7815
H -0.1073 1.0415 -7.4908
H -1.0639 0.7791 -6.0215
H 1.6919 -0.1551 -6.7281
H 0.7515 -1.2040 -5.6873
H 1.9593 1.4879 -5.1809
H 0.3963 1.2870 -4.4415
H 2.3454 0.6942 -2.9831
H 2.7869 -0.5694 -4.1008
H 1.4602 -2.0424 -3.0511
H 0.0501 -1.0928 -3.5183
H 0.0940 -1.6247 -1.1665
H 1.6364 -0.8722 -0.9024
H -0.5191 0.7786 -2.2012
H -0.9056 0.2831 -0.5810
H 2.2879 1.3796 0.5647
H 2.6352 0.8360 -1.0556
H 2.3687 3.4737 -1.3721
H 4.2187 1.9917 -2.1413
H 4.5603 3.6581 -1.7086
H 4.9337 2.3813 -0.5445
H 0.4922 2.1920 1.4677
H -1.0457 1.9131 0.6820
C 0.2866 4.5661 6.9538
O -0.8372 4.6330 6.0729
C -0.5323 4.8067 4.7871
O 0.5774 4.9009 4.3317
O -1.6698 4.8509 4.0955
C -1.4962 5.0495 2.6837
H -0.1288 4.4255 7.9473
H 0.9270 3.7250 6.6947
H 0.8578 5.4917 6.9164
H -0.9161 4.2501 2.2426
H -1.0151 6.0054 2.4869
H -2.4950 5.0530 2.2558
C 1.6773 -7.0294 0.8892
O 2.3127 -6.1072 1.7822
C 2.1756 -4.8264 1.4368
O 1.5865 -4.4130 0.4737
O 2.8044 -4.0851 2.3480
C 2.7506 -2.6763 2.1069
H 1.8743 -8.0176 1.2941
H 0.6046 -6.8504 0.8545
H 2.1003 -6.9477 -0.1098
H 1.7192 -2.3275 2.1073
H 3.2234 -2.4337 1.1568
H 3.2995 -2.2140 2.9215
C 6.7806 -8.2024 6.8654
O 5.3884 -8.2750 6.5500
C 4.9332 -7.2397 5.8407
O 5.5898 -6.3007 5.4718
O 3.6364 -7.4264 5.6159
C 3.0140 -6.3833 4.8512
H 7.0042 -9.0989 7.4360
H 7.3798 -8.1825 5.9570
H 6.9931 -7.3193 7.4650
H 3.4742 -6.2981 3.8749
H 3.0843 -5.4347 5.3808
H 1.9715 -6.6682 4.7460
C -6.0128 -1.1727 -12.4113
O -5.1827 -0.8508 -11.2920
C -5.5976 0.2023 -10.5884
O -6.5741 0.8651 -10.8212
O -4.7443 0.3941 -9.5832
C -5.0693 1.5023 -8.7399
H -5.5564 -2.0387 -12.8811
H -7.0211 -1.4173 -12.0830
H -6.0458 -0.3433 -13.1151
H -6.0409 1.3587 -8.2711
H -5.0652 2.4312 -9.3068
H -4.2972 1.5372 -7.9767
C -4.4859 2.6919 10.7137
O -5.1272 3.1182 9.5097
C -4.3516 3.8460 8.7036
O -3.2058 4.1475 8.9186
O -5.0622 4.1766 7.6295
C -4.3469 4.9656 6.6705
H -5.2288 2.1190 11.2605
H -3.6258 2.0639 10.4891
H -4.1706 3.5494 11.3053
H -3.4797 4.4268 6.2956
H -4.0301 5.9084 7.1126
H -5.0402 5.1581 5.8572

=====

Number 1: HOMO level -0.66 eV, largest force on an atom 1.44 eV/A. Number 2: HOMO level -4.63 eV, largest force on an atom 2.43 eV/A. Number 3: HOMO level -9.14 eV, largest force on an atom 1.34 eV/A.